# C4H4O3

C4H4O3 in the gas phase (ωB97M-V/def2-TZVPD, the OMol25 dataset).

Computed properties:
- Structure (SMILES): O=CC1(C=O)CO1
- Electronic energy: -380.43312 a.u.
- HOMO-LUMO gap: 10.90 eV

```
11
Properties=species:S:1:pos:R:3:forces:R:3
O -0.725 1.652 -1.239 -0.473 0.458 0.559
C -0.859 1.142 -0.150 -0.030 0.750 -0.330
C 0.008 -0.041 0.062 -0.610 -0.199 -0.500
C 1.207 0.228 -0.819 0.611 -0.036 0.464
O 2.012 0.961 -0.299 0.023 -0.478 -0.585
C -0.163 -1.139 0.999 0.169 -0.143 0.369
O -1.047 -1.037 -0.099 0.270 -0.583 -0.490
H -1.682 1.376 0.533 -0.015 0.060 0.160
H 1.293 -0.147 -1.853 -0.007 -0.092 0.192
H 0.487 -1.998 0.851 0.300 0.219 0.356
H -0.531 -0.997 2.013 -0.239 0.044 -0.193
```
Positions in Å, forces in eV/Å.